Record 1
Formula: C3H8NSe
Source: the Open Molecules 2025 dataset
Level of theory: ωB97M-V with the def2-TZVPD basis set

Last column: natural (NBO) charge in e.
Cartesian coordinates (Å):
Se: 2.05 -0.02 -0.21  0.4249
N: -0.60 0.74 0.24  -0.5861
C: 0.69 1.37 -0.15  -0.3214
C: -0.83 -0.79 -0.08  -0.2350
C: 0.53 -1.42 0.16  -0.5821
H: 0.53 -1.92 1.18  0.2481
H: 0.45 2.26 -1.90  0.1372
H: 0.79 -2.28 -0.49  0.2742
H: -1.36 1.41 0.03  0.4658
H: 1.00 2.22 0.37  0.2186
H: -1.55 -1.20 0.67  0.2534
H: -1.18 -0.94 -1.14  0.2569
H: -0.51 0.58 1.32  0.4455

Results
HOMO energy (alpha / beta): -12.9 / -12.9 eV
gap between HOMO and LUMO (alpha / beta): 8.223 / 8.221 eV
charge: +1
relative energy (zero: lowest compared OMol25 entry of this formula, charge and spin): 82.92 kcal/mol

Record 2
Formula: C4H7N3
Source: the Open Molecules 2025 dataset
Level of theory: ωB97M-V with the def2-TZVPD basis set

Last column: natural (NBO) charge in e.
Cartesian coordinates (Å):
N: 0.22 -0.19 -1.73  -0.9060
N: -0.29 -1.80 1.43  -0.4728
N: -0.31 0.24 0.45  -0.3880
C: 0.29 -0.72 -0.45  0.2126
C: -0.05 1.61 0.40  -0.4320
C: -0.49 -0.47 1.58  0.2056
C: 0.30 -1.93 0.15  -0.0830
H: -0.77 0.44 2.29  0.2019
H: 1.09 0.24 -2.26  0.3916
H: -1.00 2.24 0.91  0.2173
H: 0.09 1.97 -0.68  0.2430
H: 1.00 1.79 0.85  0.2021
H: 0.45 -2.80 -0.42  0.2110
H: -0.53 -0.61 -2.51  0.3965

Results
HOMO energy: -8.7 eV
gap between HOMO and LUMO: 9.370 eV
relative energy (zero: lowest compared OMol25 entry of this formula, charge and spin): 66.12 kcal/mol

Record 3
Formula: C3H7N2S
Source: the Open Molecules 2025 dataset
Level of theory: ωB97M-V with the def2-TZVPD basis set

Last column: natural (NBO) charge in e.
Cartesian coordinates (Å):
S: 2.59 -0.38 -0.06  0.5260
N: 0.38 -0.61 -0.57  -0.2591
N: 1.36 -1.56 -0.47  -0.5331
C: -2.21 -1.07 0.18  0.0167
C: 0.59 1.82 0.27  -0.6896
C: 1.00 0.43 -0.07  0.0809
H: -2.04 -0.39 1.11  0.2236
H: -0.36 2.06 -0.17  0.2498
H: -2.79 -0.58 -0.57  0.2119
H: -1.60 -2.01 0.12  0.2489
H: 1.27 2.59 -0.01  0.2680
H: 0.22 1.95 1.26  0.2558
H: 1.59 -2.26 -1.03  0.4003

Results
HOMO energy (alpha / beta): -13.6 / -13.6 eV
gap between HOMO and LUMO (alpha / beta): 5.840 / 6.085 eV
charge: +1
relative energy (zero: lowest compared OMol25 entry of this formula, charge and spin): 155.76 kcal/mol

Record 4
Formula: C2H3N3OS
Source: the Open Molecules 2025 dataset
Level of theory: ωB97M-V with the def2-TZVPD basis set

Last column: natural (NBO) charge in e.
Cartesian coordinates (Å):
S: -1.28 0.96 -1.47  0.0154
O: 0.13 0.42 1.52  -0.2668
N: 2.21 0.36 1.38  -0.0483
N: 1.27 0.64 2.21  0.0910
N: 1.73 -0.11 0.25  -0.3060
C: -0.60 -0.47 -0.65  -0.5897
C: 0.46 -0.06 0.34  0.4772
H: -0.18 -1.08 -1.42  0.2525
H: -1.44 -0.97 -0.14  0.2522
H: -2.28 0.31 -2.02  0.1225

Results
HOMO energy: -9.9 eV
gap between HOMO and LUMO: 10.174 eV
relative energy (zero: lowest compared OMol25 entry of this formula, charge and spin): 45.07 kcal/mol

Record 5
Formula: C24H26N5O4S2SiV
Source: the Open Molecules 2025 dataset
Level of theory: ωB97M-V with the def2-TZVPD basis set

Last column: natural (NBO) charge in e.
Cartesian coordinates (Å):
V: 0.37 -1.12 0.05  0.8664
S: 0.45 -0.16 -2.13  -0.1652
S: 4.16 -1.49 -1.26  -0.2968
Si: -1.80 -0.14 0.28  0.7718
O: -0.42 -2.81 -0.42  -0.7681
O: 3.26 0.33 2.21  -0.6858
O: -0.83 -4.88 0.32  -0.6462
O: 1.50 0.19 0.85  -0.7383
N: 3.90 1.05 -0.48  -0.6091
N: -0.72 -2.38 -3.01  -0.7741
N: 3.48 0.71 -2.61  -0.4298
N: 0.81 -2.05 1.55  -0.4484
N: -1.53 -0.35 -3.83  -0.7924
C: -2.96 -0.10 1.81  -0.3189
C: -0.58 2.48 0.40  -0.2229
C: -1.09 4.37 -0.99  -0.2408
C: 2.46 -2.38 3.25  -0.1470
C: 2.03 -3.70 3.41  -0.2807
C: -0.32 3.78 0.00  -0.2113
C: 3.24 2.27 -0.90  -0.2283
C: -4.34 -0.24 1.66  -0.2351
C: 3.07 2.08 -2.41  -0.2174
C: -2.38 2.35 -1.15  -0.1750
C: -2.14 3.65 -1.55  -0.2481
C: -3.33 0.19 4.19  -0.2234
C: 1.03 -4.19 2.59  -0.1525
C: 3.26 0.03 -3.85  -0.4144
C: -4.69 0.06 4.01  -0.2213
C: -0.36 -3.76 0.46  0.7675
C: 0.45 -3.34 1.65  -0.0248
C: -1.61 1.73 -0.17  -0.4051
C: 2.24 -0.24 1.79  0.7781
C: -2.47 0.11 3.10  -0.2342
C: 1.82 -1.59 2.30  -0.0386
C: -5.20 -0.16 2.74  -0.2283
C: -0.69 -1.04 -3.00  0.3546
C: 3.81 0.11 -1.44  0.3120
H: -4.74 -0.41 0.67  0.2031
H: -2.84 -0.52 -0.78  -0.2276
H: 3.60 -1.00 -3.74  0.2490
H: 2.03 2.22 -2.73  0.2085
H: -5.36 0.13 4.86  0.1962
H: 0.04 2.03 1.17  0.2270
H: 3.72 2.75 -2.99  0.1790
H: -3.20 1.80 -1.60  0.1910
H: -0.88 5.38 -1.32  0.1980
H: 2.27 2.36 -0.40  0.2175
H: 2.52 -4.35 4.12  0.2065
H: -2.93 0.37 5.18  0.2006
H: -1.55 0.64 -3.67  0.4198
H: 0.71 -5.22 2.61  0.2293
H: -2.39 -0.79 -4.12  0.3846
H: -1.54 -2.82 -3.40  0.3765
H: -6.27 -0.27 2.59  0.1969
H: 3.86 0.79 0.51  0.4537
H: -1.41 0.21 3.24  0.2076
H: 0.49 4.33 0.45  0.2011
H: 3.86 3.14 -0.65  0.1891
H: -2.76 4.11 -2.31  0.1945
H: 3.29 -1.97 3.79  0.2303
H: -0.38 -2.83 -2.15  0.4586
H: 3.81 0.52 -4.66  0.1799
H: 2.19 0.02 -4.10  0.2011

Results
HOMO energy (alpha / beta): -2.9 / -3.1 eV
⟨S²⟩: 0.811
gap between HOMO and LUMO (alpha / beta): 5.214 / 5.359 eV
2S+1: 2
charge: -1

Record 6
Formula: C25H40BClN2O8S
Source: the Open Molecules 2025 dataset
Level of theory: ωB97M-V with the def2-TZVPD basis set

Last column: Löwdin charge in e.
Cartesian coordinates (Å):
Cl: -1.13 -0.69 -0.52  0.8349
S: 5.52 1.22 -0.31  0.7496
O: -0.46 1.79 0.34  -0.0671
O: 1.45 -2.47 -3.31  0.1724
O: 1.42 -0.52 -1.30  -0.1244
O: -0.15 0.06 -4.86  -0.0116
O: -5.95 -2.14 -2.13  0.1075
O: 3.77 -2.04 -3.74  0.1746
O: -0.22 0.08 -3.45  -0.1751
O: -5.00 -0.52 -0.88  -0.0417
N: 1.05 0.40 1.64  0.1366
N: 3.65 0.25 -2.10  0.1360
C: 0.70 1.08 -2.99  -0.1226
C: -0.44 0.95 -0.77  -0.5077
C: 2.31 3.37 1.11  -0.0554
C: 1.08 3.61 1.71  -0.2121
C: -3.84 0.23 2.50  -0.1853
C: -1.32 0.69 2.40  -0.1383
C: 1.11 -3.97 1.42  -0.2495
C: 0.25 2.57 2.45  -0.0591
C: -0.23 -3.64 2.12  -0.1117
C: 1.29 5.90 1.06  -0.0920
C: -4.95 -1.52 -1.83  -0.4977
C: 2.48 5.65 0.45  -0.0952
C: 2.75 -0.88 -1.66  -0.3313
C: 0.97 0.80 -1.52  -0.2645
C: 3.38 -1.68 -0.52  -0.1186
C: -4.72 -1.03 0.44  -0.1816
C: 1.29 -3.10 0.15  -0.2130
C: -2.70 1.04 1.81  -0.1978
C: -5.00 0.07 1.48  -0.1596
C: 2.78 -3.08 -0.27  -0.1719
C: 4.35 0.79 -1.27  -0.7512
C: -0.12 1.29 1.61  -0.5129
C: 2.98 4.37 0.49  -0.0907
C: 0.59 4.89 1.67  -0.0500
C: -3.64 -1.86 -2.53  -0.0045
B: 2.64 -1.84 -2.97  -0.5799
H: -5.35 -1.91 0.62  0.1306
H: 4.10 -2.93 -3.65  0.1154
H: -2.77 0.85 0.74  0.0680
H: 1.59 1.58 -1.07  0.1447
H: -0.35 5.16 2.14  0.1166
H: 3.29 -1.13 0.42  0.1219
H: -3.67 -1.33 0.46  0.0869
H: 1.89 -3.74 2.14  0.1033
H: 0.37 -0.74 -5.05  0.0978
H: -1.29 1.03 3.44  0.1221
H: -1.10 1.43 -1.49  0.1196
H: -3.88 -2.49 -3.38  0.0855
H: -5.95 -0.11 1.99  0.1104
H: 1.30 -3.20 -2.70  0.0986
H: 0.92 6.92 1.04  0.1083
H: 1.60 0.96 -3.59  0.1291
H: -3.48 -0.74 2.85  0.1083
H: -0.10 -2.76 2.76  0.0579
H: 2.99 -3.80 -1.07  0.1147
H: 0.23 2.05 -3.15  0.1405
H: 0.77 -0.45 2.13  0.0678
H: -5.02 1.00 0.91  0.1177
H: -2.99 -2.45 -1.88  0.0633
H: 0.72 2.30 3.40  0.1311
H: -2.90 2.09 2.05  0.1201
H: -3.08 -0.98 -2.85  0.0737
H: -1.05 -3.50 1.41  0.0663
H: 4.46 -1.83 -0.66  0.1269
H: -0.71 3.05 2.65  0.1105
H: 0.95 -2.10 0.43  0.0514
H: -4.24 0.83 3.31  0.1072
H: -0.53 -4.45 2.80  0.0681
H: 3.94 4.20 0.01  0.0940
H: 2.69 2.36 1.19  0.0911
H: 3.07 6.41 -0.04  0.1066
H: -1.26 -0.41 2.42  0.0882
H: 0.68 -3.55 -0.64  0.1096
H: 3.34 -3.48 0.58  0.1066
H: 1.75 0.81 2.25  0.0747
H: 1.10 -5.03 1.15  0.1075

Results
HOMO energy: -9.3 eV
gap between HOMO and LUMO: 9.458 eV

Record 7
Formula: C22H33AsN2OPdSi2
Source: the Open Molecules 2025 dataset
Level of theory: ωB97M-V with the def2-TZVPD basis set

Last column: natural (NBO) charge in e.
Cartesian coordinates (Å):
Pd: -0.17 -0.38 0.30  0.6804
As: 1.66 0.36 -1.03  0.0770
Si: 4.06 0.85 -1.35  1.5067
Si: 0.18 2.20 0.55  1.5665
O: -1.07 -0.43 -2.05  -0.5684
N: -4.48 -1.04 0.36  -0.4791
N: -2.32 -0.79 0.64  -0.5728
C: -4.21 -1.52 1.61  -0.0439
C: -2.20 -0.03 -2.42  0.4077
C: -4.51 0.59 -1.99  -0.2223
C: -2.87 -1.34 1.78  -0.0774
C: -3.33 -0.61 -0.21  0.3317
C: -0.04 -3.57 2.34  0.0355
C: -4.62 1.08 -3.30  -0.0769
C: -1.60 2.52 0.15  -1.1641
C: 0.63 2.21 2.36  -1.1670
C: -0.17 -2.48 3.21  -0.1837
C: -3.35 0.01 -1.54  -0.0334
C: 0.55 -1.31 3.00  -0.2012
C: 4.57 1.24 0.42  -1.1366
C: 1.23 3.41 -0.41  -1.1581
C: -2.37 0.44 -3.78  -0.1709
C: 4.72 -0.79 -1.94  -1.1420
C: 1.61 -2.32 1.08  -0.2087
C: 1.45 -1.22 1.94  -0.3240
C: 0.84 -3.46 1.26  -0.2095
C: -0.82 -4.82 2.58  -0.6461
C: 4.29 2.26 -2.53  -1.1457
C: -3.55 0.98 -4.20  -0.2087
H: 4.29 -1.12 -2.88  0.2679
H: 1.67 1.93 2.53  0.2582
H: -1.51 0.35 -4.42  0.2421
H: 2.30 3.39 -0.18  0.2501
H: 4.12 2.13 0.84  0.2507
H: -5.37 0.70 -1.34  0.2291
H: -3.66 1.35 -5.21  0.2516
H: -1.79 2.54 -0.92  0.2576
H: 4.41 0.40 1.10  0.2524
H: -0.40 -5.38 3.43  0.2534
H: 5.80 -0.65 -2.11  0.2772
H: -1.86 -4.60 2.83  0.2293
H: 0.51 3.24 2.70  0.2787
H: 2.34 -2.29 0.28  0.2303
H: 0.46 -0.49 3.71  0.2327
H: 4.61 -1.58 -1.20  0.2568
H: 3.88 3.20 -2.18  0.2603
H: -5.55 1.53 -3.62  0.2432
H: -0.01 1.58 2.96  0.2581
H: 2.12 -0.37 1.87  0.2361
H: -2.27 -1.57 2.64  0.2333
H: -0.82 -2.56 4.07  0.2258
H: -2.31 1.86 0.65  0.2592
H: 1.09 3.39 -1.49  0.2621
H: 3.90 2.05 -3.53  0.2689
H: -0.81 -5.48 1.71  0.2336
H: 0.96 -4.30 0.59  0.2379
H: -5.37 -1.09 -0.11  0.4422
H: 5.65 1.41 0.38  0.2782
H: -4.96 -1.93 2.25  0.2524
H: 5.37 2.39 -2.63  0.2772
H: 0.86 4.38 -0.06  0.2746
H: -1.77 3.54 0.53  0.2741

Results
HOMO energy (alpha / beta): -13.8 / -14.4 eV
⟨S²⟩: 6.057
gap between HOMO and LUMO (alpha / beta): 7.985 / 6.262 eV
2S+1: 5
charge: +2
relative energy (zero: lowest compared OMol25 entry of this formula, charge and spin): 29.93 kcal/mol

Record 8
Formula: C2H10NO
Source: the Open Molecules 2025 dataset
Level of theory: ωB97M-V with the def2-TZVPD basis set

Last column: natural (NBO) charge in e.
Cartesian coordinates (Å):
O: 2.74 -0.07 -0.66  -0.9594
N: 0.19 -0.69 0.20  -0.7058
C: -0.55 0.57 0.13  -0.2253
C: -2.09 0.19 0.30  -0.6803
H: 3.40 -0.56 -1.19  0.5085
H: -0.02 -1.18 -0.73  0.4375
H: -0.19 1.19 0.92  0.2198
H: -0.13 -1.31 0.98  0.4424
H: -0.16 1.10 -0.68  0.2319
H: -2.54 1.23 0.55  0.2584
H: 3.17 0.74 -0.62  0.4930
H: -2.62 -0.25 -0.57  0.2430
H: -2.47 -0.42 1.16  0.2472
H: 1.29 -0.53 0.19  0.4892

Results
HOMO energy: -16.7 eV
gap between HOMO and LUMO: 13.298 eV
charge: +1
relative energy (zero: lowest compared OMol25 entry of this formula, charge and spin): 19.88 kcal/mol

Record 9
Formula: C4H9NO3S
Source: the Open Molecules 2025 dataset
Level of theory: ωB97M-V with the def2-TZVPD basis set

Last column: natural (NBO) charge in e.
Cartesian coordinates (Å):
S: 1.51 -1.56 2.76  1.6836
O: 0.58 -2.37 2.04  -0.9585
O: 0.01 0.92 -1.87  -0.4777
O: 2.83 -1.48 1.70  -0.9518
N: 1.05 0.04 2.43  -1.0649
C: 0.90 -0.09 -2.50  -0.2558
C: -0.74 0.41 -0.88  0.3350
C: -1.85 0.81 0.09  -0.4261
C: -1.20 -0.53 -0.11  -0.3267
H: 1.84 -0.23 -1.85  0.1877
H: -1.33 -1.60 -0.05  0.2328
H: 0.50 -1.15 -2.49  0.1858
H: 2.83 -2.05 0.85  0.5065
H: 1.28 0.63 3.29  0.3807
H: -1.61 1.17 1.07  0.1654
H: -2.82 1.00 -0.34  0.1839
H: 0.21 0.32 2.04  0.4039
H: 1.11 0.07 -3.49  0.1961

Results
HOMO energy: -8.7 eV
gap between HOMO and LUMO: 9.467 eV
relative energy (zero: lowest compared OMol25 entry of this formula, charge and spin): 105.45 kcal/mol

Record 10
Formula: C13H17B2F4N5O7Ti
Source: the Open Molecules 2025 dataset
Level of theory: ωB97M-V with the def2-TZVPD basis set

Last column: natural (NBO) charge in e.
Cartesian coordinates (Å):
Ti: 0.74 0.73 1.55  1.3605
F: 4.51 0.22 -0.46  -0.4978
F: -3.21 1.04 3.18  -0.4970
F: 2.95 0.85 1.19  -0.4877
F: -0.86 1.22 3.02  -0.4861
O: 1.66 0.64 3.43  -0.4727
O: 1.37 2.52 2.44  -0.4773
O: 2.43 1.06 -1.06  -0.5293
O: -1.97 -0.64 2.17  -0.5294
O: 2.71 -1.15 0.04  -0.5273
O: -2.21 1.62 1.17  -0.5248
O: 2.35 2.46 4.38  -0.3037
N: 1.54 -1.15 0.72  -0.1207
N: 1.83 1.91 3.47  0.7402
N: -0.72 -0.90 1.73  -0.1309
N: -1.00 1.62 0.57  -0.1349
N: 1.23 1.35 -0.52  -0.1271
C: -1.29 -3.28 1.75  -0.6821
C: 0.46 2.16 -1.13  0.2484
C: 0.82 2.88 -2.38  -0.6851
C: -0.87 2.31 -0.49  0.2461
C: 0.94 -2.26 0.89  0.2331
C: -1.98 -1.17 -1.76  -0.0635
C: 0.03 -1.62 -2.63  -0.1154
C: -1.63 -0.05 -2.61  -0.3144
C: -0.42 -0.32 -3.15  -0.2127
C: -0.40 -2.11 1.50  0.2465
C: -0.95 -2.12 -1.81  -0.3668
C: -1.96 3.16 -1.04  -0.6816
C: 1.48 -3.59 0.49  -0.6806
B: 3.22 0.24 -0.09  1.2724
B: -2.12 0.82 2.42  1.2727
H: 2.49 -3.47 0.10  0.2648
H: 1.84 2.65 -2.67  0.2644
H: -2.89 -1.25 -1.17  0.2149
H: -2.87 2.57 -1.14  0.2526
H: 0.15 0.29 -3.84  0.2161
H: -0.95 -3.07 -1.31  0.2099
H: -2.18 -2.96 2.29  0.2647
H: -2.18 3.96 -0.33  0.2571
H: 0.14 2.61 -3.19  0.2347
H: 0.97 -2.09 -2.88  0.2182
H: 0.85 -4.05 -0.27  0.2340
H: -1.70 3.60 -2.00  0.2276
H: 1.51 -4.26 1.35  0.2387
H: -2.25 0.81 -2.79  0.2181
H: -1.59 -3.74 0.80  0.2347
H: -0.76 -4.04 2.32  0.2379
H: 0.73 3.96 -2.23  0.2409

Results
HOMO energy (alpha / beta): -9.1 / -9.2 eV
⟨S²⟩: 2.022
gap between HOMO and LUMO (alpha / beta): 8.560 / 7.131 eV
2S+1: 3
relative energy (zero: lowest compared OMol25 entry of this formula, charge and spin): 0.00 kcal/mol

Record 11
Formula: C5H10AlO2
Source: the Open Molecules 2025 dataset
Level of theory: ωB97M-V with the def2-TZVPD basis set

Last column: natural (NBO) charge in e.
Cartesian coordinates (Å):
Al: 0.52 2.31 -0.06  0.9566
O: 1.69 0.65 0.01  -0.7059
O: -1.30 -0.30 0.18  -0.5341
C: -2.54 -0.48 -0.36  0.0990
C: 3.01 0.71 0.54  -0.2742
C: -0.19 -0.63 -0.65  -0.1200
C: 1.04 -0.59 0.22  -0.1098
C: -3.63 0.07 0.18  -0.4451
H: 3.00 0.49 1.62  0.2086
H: -4.58 -0.03 -0.34  0.2306
H: 0.85 -0.73 1.29  0.2283
H: -3.56 0.78 1.01  0.2138
H: -0.28 -1.62 -1.12  0.2224
H: 1.71 -1.42 -0.07  0.2208
H: 3.65 -0.02 0.02  0.2220
H: -0.23 0.04 -1.52  0.1897
H: -2.55 -0.94 -1.35  0.1834
H: 3.38 1.73 0.39  0.2138

Results
HOMO energy: -12.4 eV
gap between HOMO and LUMO: 7.966 eV
charge: +1
relative energy (zero: lowest compared OMol25 entry of this formula, charge and spin): 9.72 kcal/mol

Record 12
Formula: H4OP2
Source: the Open Molecules 2025 dataset
Level of theory: ωB97M-V with the def2-TZVPD basis set

Last column: natural (NBO) charge in e.
Cartesian coordinates (Å):
P: -1.22 -0.05 -0.31  1.2340
P: 0.42 -1.59 -0.06  0.0135
O: -2.44 -0.40 0.37  -1.0647
H: -1.48 -0.03 -1.76  -0.0430
H: -0.02 -2.01 1.21  0.0230
H: 1.11 -0.62 0.44  -0.0221
H: -0.12 1.63 0.66  -0.1408

Results
HOMO energy (alpha / beta): -9.4 / -9.4 eV
gap between HOMO and LUMO (alpha / beta): 8.168 / 8.168 eV
relative energy (zero: lowest compared OMol25 entry of this formula, charge and spin): 57.93 kcal/mol